(1)
14
Properties=species:S:1:pos:R:3 method="wB97M-V/def2-TZVPD" orbital_gap_ev=10.83 homo_energy_ev=-9.942 smiles="C=CCC(O)O" de_lowest_kcal_mol=34.1 e_tot_ev=-8371.8033 charge=0 spin_multiplicity=1 e_lumo_ev=0.883
C 1.677 0.934 -1.020
C 0.873 1.016 0.035
C -0.535 0.496 0.036
C -0.704 -0.815 0.823
O 0.305 -1.737 0.565
O -1.958 -1.393 0.531
H 1.332 0.503 -1.960
H 2.706 1.282 -0.992
H 1.244 1.446 0.965
H -0.847 0.302 -1.002
H -1.229 1.240 0.452
H -0.633 -0.630 1.902
H 0.322 -1.899 -0.389
H -2.496 -0.754 0.050

(2)
14
Properties=species:S:1:pos:R:3 method="wB97M-V/def2-TZVPD" orbital_gap_ev=10.72 homo_energy_ev=-9.708 de_lowest_kcal_mol=81.0 e_tot_ev=-8369.7706 charge=0 spin_multiplicity=1 e_lumo_ev=1.007
C 2.090 -0.217 0.217
C 0.670 0.086 0.647
O 0.010 0.939 -0.789
C -1.159 0.293 -1.020
C -1.653 -0.268 0.230
O -0.176 -0.916 0.857
H 2.720 -0.580 1.040
H 2.535 0.706 -0.170
H 2.080 -0.972 -0.572
H 0.585 0.936 1.341
H -2.197 0.843 -0.964
H -1.200 -0.355 -1.913
H -2.476 -0.989 0.104
H -1.830 0.497 0.988

(3)
14
Properties=species:S:1:pos:R:3 method="wB97M-V/def2-TZVPD" orbital_gap_ev=9.08 homo_energy_ev=-9.199 de_lowest_kcal_mol=76.0 e_tot_ev=-8369.9860 charge=0 spin_multiplicity=1 e_lumo_ev=-0.119
C -0.826 1.170 -0.185
C 0.160 0.006 -0.123
C 1.182 0.178 0.996
O 0.746 -0.311 -1.351
C -0.443 -1.353 -0.138
O -1.121 -1.681 -1.176
H -0.272 2.069 -0.473
H -1.596 0.989 -0.943
H -1.317 1.349 0.779
H 1.872 -0.672 1.012
H 0.703 0.277 1.977
H 1.770 1.080 0.802
H -0.581 -0.968 -1.788
H -0.277 -2.134 0.612